[1]
ORCA calculation (ωB97M-V with the def2-TZVPD basis set) on a structure of composition C12H36F6K3N3O28P4S6.

Calculated values
Electronic energy in a.u.: -8903.4122
LUMO energy in eV: -4.221
Maximum force in eV/Å: 10.4
Energy above the lowest of the compared OMol25 structures with the same formula, charge and spin in kcal per mole: 0.0

```
98
C12H36F6K3N3O28P4S6 (ωB97M-V with the def2-TZVPD basis set)
K -3.10652 -6.16349 -1.17172
K -5.14542 3.47722 -3.05368
K -6.48437 -2.77322 -3.27621
S -6.69607 0.25116 -7.36058
S -2.55392 -0.41545 0.32593
S -8.18092 4.86334 1.92504
S -1.23992 -0.50355 -1.66463
S -8.10811 6.75080 0.59605
S -8.86877 1.03023 -6.66641
P 3.14404 -0.09381 9.49171
P 3.22279 -0.90629 -8.06499
P 2.06523 4.60665 1.88221
P 2.52610 -7.55993 -0.11929
F -9.22233 2.08634 -5.41385
F -5.25615 0.12454 -6.79060
F -7.39629 4.07395 3.01608
F -1.12561 -1.39640 -2.97507
F -7.88474 8.36630 0.78363
F -3.83292 -1.10856 0.95478
O -6.41265 1.00361 -8.52396
O -3.07550 0.91430 0.10378
O -1.59186 -0.61243 1.40975
O 3.25453 -6.81687 1.08164
O -7.19469 6.54685 -0.52455
O -9.82410 -0.01487 -6.32665
O 2.66380 4.63234 0.35623
O -1.46673 0.77558 -2.29890
O 2.32991 -2.28382 -7.84630
O 3.93877 -0.89758 8.45620
O -7.07496 -1.13948 -7.66250
O -9.04469 1.85703 -7.87758
O 2.05086 -1.01944 10.21096
O 0.66853 5.06167 2.06645
O 2.26331 1.11923 8.92876
O -9.57996 6.85496 0.39474
O 3.32559 -8.99123 -0.15715
O 2.20568 -0.01645 -8.95357
O 4.60061 -1.06999 -8.72760
O 3.13289 -0.20234 -6.59171
O 3.06988 -6.87429 -1.44594
O -9.50386 4.81593 2.44051
O 0.01334 -0.71643 -0.98637
O -7.99086 3.95016 0.76851
O 1.06258 -7.67648 -0.04937
O 2.35620 3.03980 2.34739
O 3.15474 5.56785 2.58092
O 3.94991 0.46151 10.78329
N -7.33558 0.86242 -6.12103
N -2.49742 -1.29103 -0.98344
N -7.52205 6.16448 2.10689
C 3.11648 -9.82594 0.96632
C 3.62502 2.67290 2.81868
C 2.60842 -5.59504 1.47703
C 0.89740 0.00384 -8.58162
C 1.00621 0.94440 8.33270
C 5.05070 1.27785 10.53686
C 2.15714 5.63698 -0.51502
C 2.46214 -3.12448 -8.96742
C 1.17367 -0.49963 11.19673
C 2.33035 -6.77029 -2.58465
C 2.83619 6.20818 3.77889
C 3.40802 1.16013 -6.42842
H 1.19698 0.57412 11.38276
H 4.04917 2.01952 2.05626
H 2.46048 -4.19397 -8.75696
H 0.83781 0.45974 -7.59335
H 3.48697 2.03163 3.68920
H 1.88735 5.94025 4.24368
H 4.97212 2.00471 9.72840
H 2.85430 -10.84711 0.68961
H 0.97876 -1.05548 12.11386
H 5.89729 0.65250 10.25340
H 4.13054 -9.98420 1.33338
H 0.97861 1.15169 7.26295
H 4.23202 3.56152 2.99188
H 2.53469 -5.78621 -3.00650
H 2.93536 -7.43655 -3.19960
H 0.49667 -0.01852 8.29759
H 5.05533 1.83363 11.47451
H 0.37556 -0.93363 -8.77383
H 3.61724 1.74240 -7.32579
H 2.49253 -9.50176 1.79920
H 0.42978 0.73312 -9.24313
H 1.89028 -5.19738 0.75992
H 1.27747 -7.03447 -2.68336
H 2.61300 1.65337 -5.86917
H 2.84098 7.29637 3.71636
H 1.55536 -2.89879 -9.52860
H 2.69269 5.61647 -1.46417
H 3.36703 -4.89605 1.82922
H 1.09426 5.65695 -0.75584
H 3.56468 5.85877 4.51055
H 0.38970 1.67928 8.85036
H 2.38743 6.61802 -0.09955
H 0.17963 -0.60538 10.76223
H 4.27034 1.26127 -5.76942
H 3.38321 -2.93142 -9.51737
H 2.14033 -5.82815 2.43341
```

[2]
ORCA calculation (ωB97M-V with the def2-TZVPD basis set) on a cluster of 3 separate species, C12H30BrN2O4 in total.

Calculated values
Spin multiplicity: 2
Electronic energy in a.u.: -3459.4338
LUMO energy (alpha / beta) in eV: 4.843 / 4.810
Expectation value of S²: 0.75
Maximum force in eV/Å: 3.6
Net charge: -2

```
49
C12H30BrN2O4 (ωB97M-V with the def2-TZVPD basis set)
Br -16.18812 -22.41474 -10.01167
O -13.60584 -20.96378 -7.87906
O -18.46262 -19.96731 -7.67811
O -11.62586 -20.16394 -11.94356
O -18.82294 -20.97436 -12.59133
N -11.70237 -19.64715 -9.16550
N -20.04105 -21.29863 -9.94780
C -13.20538 -19.79805 -7.21987
C -12.42876 -18.87274 -8.18150
C -19.79215 -21.92036 -12.35259
C -14.13223 -21.96594 -6.97483
C -17.54393 -20.57168 -6.81776
C -10.70669 -19.25203 -11.48162
C -20.02257 -21.73275 -8.54352
C -19.73680 -20.56835 -7.58277
C -11.35427 -20.44839 -13.37156
C -19.74591 -22.40585 -10.86584
C -11.29581 -18.57233 -10.19019
C -18.54885 -20.53710 -13.96542
H -13.51091 -22.83022 -6.74020
H -17.95901 -20.42637 -5.82042
H -12.53595 -20.07506 -6.40548
H -13.93866 -19.24909 -6.62906
H -20.43318 -19.74532 -7.74331
H -14.67841 -21.57418 -6.11674
H -20.63162 -23.02921 -10.74320
H -18.93116 -23.09641 -10.64810
H -19.38263 -20.08652 -14.50384
H -21.01701 -22.04059 -8.22039
H -9.82420 -19.83627 -11.22091
H -11.33556 -19.55112 -13.99014
H -20.73751 -21.45227 -12.62697
H -14.93943 -22.39826 -7.56613
H -10.47719 -21.04567 -13.62071
H -12.24571 -20.90845 -13.79790
H -10.46587 -17.98959 -9.79054
H -19.15250 -22.31191 -8.23425
H -18.16547 -21.41189 -14.49064
H -12.12444 -17.89826 -10.40719
H -10.44449 -18.42295 -12.13887
H -19.83205 -22.76729 -13.03759
H -13.24274 -18.20896 -8.47291
H -17.28815 -21.59597 -7.08890
H -10.83765 -19.87382 -8.69544
H -17.84426 -19.71616 -13.83230
H -19.91224 -20.79054 -6.53018
H -16.54571 -20.16125 -6.66551
H -11.71746 -18.26776 -7.61922
H -20.97492 -20.97104 -10.14948
```

[3]
ORCA calculation (ωB97M-V with the def2-TZVPD basis set) on an isolated molecule of C13H11ClF2N2O2S.

Calculated values
Electronic energy in a.u.: -1820.0882
LUMO energy in eV: 0.433
Maximum force in eV/Å: 1.5
SMILES: FC(F)Oc1ccc(NC(=S)NCc2ccco2)cc1Cl
Energy above the lowest of the compared OMol25 structures with the same formula, charge and spin in kcal per mole: 31.3

```
32
C13H11ClF2N2O2S (ωB97M-V with the def2-TZVPD basis set)
Cl -4.75790 2.47579 -0.06068
S 0.96867 -1.59231 -1.64552
F -5.60824 -0.61777 1.91362
F -5.71311 -2.35470 0.65583
O -5.56599 -0.32204 -0.30734
O 3.83985 -0.53923 1.18560
N -0.07739 0.65010 -0.61640
N 2.17491 0.62958 -0.95478
C 5.78118 0.40485 1.71392
C -1.93093 -0.97152 -0.62947
C 4.73896 -0.34409 2.16242
C 5.49425 0.69377 0.35712
C -4.17419 -0.14243 -0.36681
C 4.30189 0.08953 0.08282
C 3.48006 0.03750 -1.16121
C -3.29171 -1.19581 -0.54088
C -2.31815 1.38723 -0.38075
C -1.42788 0.32500 -0.55858
C 1.01262 -0.06462 -1.03003
C -6.05686 -1.04019 0.70600
C -3.67583 1.15613 -0.28245
H 0.10306 1.62244 -0.39369
H -1.95532 2.40203 -0.31314
H 2.17282 1.53306 -0.50155
H 4.00581 0.56597 -1.96201
H 4.52684 -0.78059 3.11793
H 3.30412 -0.99963 -1.46856
H -1.26405 -1.80567 -0.75982
H -3.66821 -2.20425 -0.60365
H 6.64116 0.71495 2.27048
H 6.09549 1.26322 -0.32151
H -7.15594 -0.97628 0.69309
```

[4]
ORCA calculation (ωB97M-V with the def2-TZVPD basis set) on a structure of composition C2HNO2S.

Calculated values
Electronic energy in a.u.: -680.0646
LUMO energy (alpha / beta) in eV: -1.451 / -1.451
Maximum force in eV/Å: 3.6
Energy above the lowest of the compared OMol25 structures with the same formula, charge and spin in kcal per mole: 122.7

```
7
C2HNO2S (ωB97M-V with the def2-TZVPD basis set)
S -3.78860 0.21589 -1.91447
O -0.61994 1.91752 -0.21160
O 0.16875 -0.71551 -0.21514
N -1.01391 -0.27389 -0.87633
C -2.48870 0.74505 -1.33997
C -1.19930 1.01059 -0.72001
H 0.72117 0.20237 -0.02543
```